# 1
{"formula": "C18H23N3O3S", "method": "ωB97M-V with the def2-TZVPD basis set", "relative_energy_ev": 1.906, "lumo_energy_ev": 0.666, "e_homo_ev": -9.179, "gap_ev": 9.8446, "elements": ["C", "C", "C", "C", "C", "C", "S", "O", "O", "N", "C", "C", "C", "O", "N", "C", "C", "C", "C", "C", "C", "N", "C", "C", "C", "H", "H", "H", "H", "H", "H", "H", "H", "H", "H", "H", "H", "H", "H", "H", "H", "H", "H", "H", "H", "H", "H", "H"], "positions_angstrom": [[-0.52, 6.26, 1.85], [-0.46, 4.85, 1.35], [-0.95, 3.80, 2.10], [-0.93, 2.49, 1.65], [-1.49, 1.42, 2.53], [-0.37, 2.23, 0.40], [-0.28, 0.57, -0.29], [-0.90, 0.54, -1.58], [-0.73, -0.43, 0.66], [1.38, 0.41, -0.52], [2.12, 0.36, 0.72], [1.81, -0.48, -1.58], [2.01, -1.95, -1.19], [2.97, -2.58, -1.59], [1.08, -2.45, -0.37], [1.03, -3.86, -0.05], [-0.21, -4.51, -0.61], [-0.49, -5.85, -0.36], [-1.64, -6.40, -0.89], [-2.48, -5.60, -1.65], [-2.12, -4.27, -1.83], [-1.02, -3.74, -1.33], [0.12, 3.27, -0.40], [0.71, 3.02, -1.75], [0.08, 4.56, 0.10], [-0.51, 6.28, 2.93], [-1.44, 6.73, 1.51], [0.32, 6.84, 1.47], [-1.38, 4.01, 3.08], [-0.73, 0.69, 2.80], [-1.91, 1.85, 3.43], [-2.27, 0.87, 2.01], [1.93, -0.56, 1.28], [1.83, 1.21, 1.32], [3.19, 0.42, 0.50], [2.75, -0.11, -2.00], [1.03, -0.43, -2.35], [0.24, -1.92, -0.14], [1.92, -4.32, -0.50], [1.06, -4.00, 1.03], [0.19, -6.45, 0.23], [-1.88, -7.44, -0.72], [-3.39, -5.99, -2.08], [-2.73, -3.59, -2.41], [0.80, 3.96, -2.30], [0.10, 2.33, -2.31], [1.70, 2.58, -1.65], [0.46, 5.37, -0.51]]}

# 2
{"formula": "C18H29N2OPdS2Si3", "method": "ωB97M-V with the def2-TZVPD basis set", "relative_energy_ev": 0.000, "multiplicity": 5, "lumo_energy_ev": [-3.810, -7.153], "e_homo_ev": [-11.861, -12.974], "gap_ev": [8.0505, 5.8215], "charge": 1, "elements": ["Pd", "C", "O", "Si", "C", "C", "C", "Si", "C", "C", "C", "Si", "C", "C", "C", "H", "H", "H", "H", "H", "H", "H", "H", "H", "H", "H", "H", "H", "H", "H", "H", "H", "H", "H", "H", "H", "H", "H", "H", "H", "H", "H", "S", "C", "C", "C", "C", "N", "C", "C", "C", "S", "C", "N", "H", "H"], "positions_angstrom": [[-0.23, 0.06, 0.77], [2.16, -1.97, 2.18], [1.64, -1.28, 1.03], [1.89, -1.77, -0.58], [3.67, -1.54, -1.05], [1.51, -3.58, -0.71], [0.69, -0.56, -1.38], [-0.82, -1.28, -2.24], [-1.97, 0.01, -2.95], [-0.18, -2.34, -3.65], [-1.84, -2.34, -1.05], [1.40, 1.13, -1.81], [2.58, 1.75, -0.47], [2.30, 0.85, -3.43], [0.12, 2.48, -2.07], [3.23, -2.15, 2.06], [1.64, -2.92, 2.32], [2.01, -1.34, 3.05], [4.31, -2.14, -0.40], [4.02, -0.51, -1.00], [3.83, -1.90, -2.07], [2.12, -4.12, 0.02], [1.79, -3.97, -1.69], [0.46, -3.84, -0.53], [-1.53, 0.54, -3.79], [-2.29, 0.74, -2.21], [-2.86, -0.50, -3.32], [0.48, -1.77, -4.31], [-1.02, -2.69, -4.25], [0.37, -3.22, -3.30], [-2.77, -1.84, -0.80], [-1.33, -2.60, -0.11], [-2.10, -3.29, -1.53], [2.79, 1.04, 0.32], [2.18, 2.66, -0.01], [3.54, 2.03, -0.92], [3.08, 0.10, -3.36], [2.77, 1.79, -3.75], [1.60, 0.55, -4.21], [-0.59, 2.57, -1.25], [-0.44, 2.35, -2.99], [0.66, 3.43, -2.14], [-2.25, -0.31, 1.72], [-2.40, 1.00, 2.86], [-3.45, 0.99, 3.76], [-3.60, 2.03, 4.68], [-4.69, 1.99, 5.61], [-5.57, 1.93, 6.35], [-2.70, 3.10, 4.68], [-1.65, 3.11, 3.77], [-1.49, 2.08, 2.86], [-0.16, 2.13, 1.74], [-2.84, 4.18, 5.62], [-2.96, 5.04, 6.36], [-4.16, 0.17, 3.77], [-0.96, 3.95, 3.77]]}

# 3
{"formula": "CH2OPS2", "method": "ωB97M-V with the def2-TZVPD basis set", "relative_energy_ev": 0.264, "lumo_energy_ev": 3.707, "e_homo_ev": -3.829, "gap_ev": 7.5361, "charge": -1, "elements": ["O", "C", "S", "P", "S", "H", "H"], "positions_angstrom": [[0.85, 1.10, 1.47], [0.84, 0.12, 0.68], [1.95, -1.12, 0.72], [-0.61, 0.01, -0.60], [-1.83, -1.22, 0.18], [-0.98, 1.49, -0.57], [-0.22, -0.40, -1.88]]}

# 4
{"formula": "C6H13O2", "method": "ωB97M-V with the def2-TZVPD basis set", "relative_energy_ev": 1.896, "lumo_energy_ev": 3.612, "e_homo_ev": -3.824, "gap_ev": 7.4356, "charge": -1, "elements": ["C", "C", "C", "C", "H", "H", "H", "H", "H", "H", "H", "H", "H", "H", "C", "C", "O", "O", "H", "H", "H"], "positions_angstrom": [[-1.54, -0.90, -1.34], [-2.11, 0.55, -1.06], [-0.20, -0.87, -2.16], [-1.42, -1.72, -0.14], [-2.30, -1.44, -1.83], [-1.75, 1.30, -1.72], [0.55, -0.15, -1.80], [0.24, -1.84, -2.48], [-0.44, -0.46, -3.16], [-0.52, -1.47, 0.51], [-2.40, -1.69, 0.40], [-0.97, -2.74, -0.56], [-1.88, 0.83, -0.02], [-3.26, 0.64, -1.21], [1.92, 0.46, 0.12], [1.38, 0.86, 1.51], [1.39, 2.05, 1.79], [0.95, -0.11, 2.13], [1.43, -0.38, -0.42], [2.91, 0.36, -0.10], [1.52, 1.24, -0.54]]}

# 5
{"formula": "C8H11N5O", "method": "ωB97M-V with the def2-TZVPD basis set", "relative_energy_ev": 3.319, "lumo_energy_ev": 0.401, "e_homo_ev": -9.371, "gap_ev": 9.7722, "elements": ["O", "C", "C", "C", "C", "N", "C", "N", "C", "C", "N", "N", "N", "C", "H", "H", "H", "H", "H", "H", "H", "H", "H", "H", "H"], "positions_angstrom": [[1.94, -2.18, 0.52], [1.01, -1.19, 0.21], [-0.27, -1.91, -0.33], [-1.33, -0.88, -0.27], [-2.57, -1.25, 0.19], [-3.48, -0.33, 0.44], [-3.12, 0.93, 0.26], [-1.94, 1.42, -0.27], [-1.00, 0.47, -0.43], [0.34, 1.07, -0.64], [0.64, 2.03, 0.51], [2.05, 2.15, 0.33], [2.55, 0.76, 0.16], [1.50, 0.00, -0.56], [2.53, -1.89, 1.22], [0.74, -0.81, 1.13], [-0.37, -2.68, 0.38], [-0.01, -2.37, -1.33], [-3.00, -2.27, 0.27], [-3.81, 1.72, 0.39], [0.41, 1.57, -1.55], [0.31, 2.94, 0.40], [2.28, 2.48, -0.59], [2.63, 0.33, 1.05], [1.96, -0.11, -1.48]]}

# 6
{"formula": "C6H11NO2S2", "method": "ωB97M-V with the def2-TZVPD basis set", "relative_energy_ev": 4.568, "lumo_energy_ev": -0.279, "e_homo_ev": -8.490, "gap_ev": 8.2105, "elements": ["C", "C", "C", "C", "C", "C", "N", "O", "O", "S", "S", "H", "H", "H", "H", "H", "H", "H", "H", "H", "H", "H"], "positions_angstrom": [[-2.46, -0.21, -0.73], [-2.48, 1.15, -0.06], [0.16, 0.43, -0.25], [1.29, 1.36, -0.79], [2.04, -1.77, -0.05], [0.99, -1.06, 0.93], [1.39, -0.11, 1.83], [2.56, 0.33, 1.85], [-1.50, -0.17, 1.79], [-0.74, -0.54, -1.38], [-1.08, 1.04, 1.15], [-2.71, -1.12, -0.03], [-3.07, -0.21, -1.62], [-2.50, 1.99, -0.74], [-3.44, 1.28, 0.51], [1.45, 1.12, -1.97], [2.23, 1.17, -0.36], [1.11, 2.42, -0.59], [2.52, -2.46, 0.54], [2.68, -0.89, -0.39], [1.50, -2.18, -0.88], [0.06, -1.58, 1.23]]}